1.
This record from OMol25 describes 4 unconnected molecules or ions with the total composition C8H14N4O5. The level of theory is ωB97M-V/def2-TZVPD.

Last column: Mulliken charge in e.
Atoms and positions in Å:
C (2.29632, 1.31155, -0.40371)  0.912
C (0.90376, 1.17394, -0.08310)  -0.747
C (3.17590, 0.54425, 0.68803)  -0.547
C (3.33347, -0.95189, 0.21068)  0.484
C (-1.23883, -0.23301, -0.14228)  0.313
C (-1.47424, -1.72248, -0.29215)  0.293
C (-2.36303, 0.55680, -0.64618)  -0.748
C (-3.57844, 0.64906, 0.35592)  0.526
H (3.56542, 2.81182, -2.38224)  0.116
H (0.88920, 3.78402, -0.57192)  0.254
H (2.54257, 0.71487, -1.29779)  0.608
H (2.28721, 0.66300, 1.49340)  0.313
H (4.17733, 1.19489, 0.88864)  0.293
H (5.15668, -1.29942, 1.42618)  0.231
H (4.73664, -2.72589, 0.48384)  0.257
H (0.65134, -0.46860, -1.12475)  0.392
H (-1.19929, -0.05512, 0.90756)  0.393
H (-2.91265, 0.11642, -1.58079)  0.280
H (-1.79971, 1.54604, -0.87354)  0.253
H (-5.73125, 0.68187, 0.67153)  0.351
H (-5.37289, 0.35835, -1.26125)  0.350
H (-2.64058, -2.96037, -0.08988)  0.380
N (2.53985, 2.80939, -0.53883)  -0.775
N (4.76258, -1.75721, 0.60195)  -0.535
N (0.07187, 0.17136, -0.62937)  -0.200
N (-4.80591, 1.09164, -0.06626)  -0.748
O (0.65642, 2.11724, 0.79780)  -0.642
O (2.41036, -1.35240, -0.59998)  -0.566
O (-0.53958, -2.59092, -0.26367)  -0.626
O (-3.33777, 0.26317, 1.43826)  -0.507
O (-2.77169, -2.00428, -0.17048)  -0.357

Atoms 1-2, force components in eV/Å:
C 2.1118 -0.5482 -3.4298
C -3.5385 2.1288 3.5688

The value obtained for the relative energy (zero: lowest compared OMol25 entry of this formula, charge and spin) is 411.8 kcal per mole. As for the energy: -907.9295 Ha. As for the LUMO energy: -1.52 eV. As for the spin multiplicity: 1. Its total charge is 0. The calculation puts the orbital gap at 7.4063 eV.

---

2.
This record from OMol25 describes a molecular structure, C25H40OP2SiW. The level of theory is ωB97M-V/def2-TZVPD.

Last column: Mulliken charge in e.
Atoms and positions in Å:
W (0.59316, 0.91184, -0.66115)  0.093
Si (1.87947, 2.51811, -1.83430)  0.453
P (-0.90733, 0.34004, -2.34470)  1.050
P (2.29575, -0.52416, -0.04689)  0.823
H (1.80342, -1.16961, -3.29385)  -0.281
C (-2.09851, -1.06362, -2.35109)  -1.351
H (-2.91870, -0.87903, -3.06310)  0.422
H (-2.54983, -1.18086, -1.35821)  0.347
H (-1.62487, -2.01392, -2.62363)  0.286
C (-0.54726, 0.50056, -4.14732)  -1.189
H (-1.43572, 0.25388, -4.74405)  0.394
H (0.26743, -0.15930, -4.47541)  0.215
H (-0.26273, 1.52611, -4.40097)  0.393
C (-2.12495, 1.72412, -2.15762)  -1.437
H (-2.94583, 1.57154, -2.87790)  0.450
H (-1.66961, 2.70169, -2.36691)  0.359
H (-2.55913, 1.73877, -1.14778)  0.369
C (2.16209, -2.24563, 0.61222)  -1.176
H (3.10020, -2.57032, 1.09690)  0.465
H (1.93388, -2.95935, -0.19099)  0.321
H (1.36458, -2.31500, 1.36423)  0.160
C (3.96113, -0.65083, -0.85361)  -1.122
H (4.63606, -1.29800, -0.27154)  0.444
H (4.44211, 0.33114, -0.92957)  0.348
H (3.88708, -1.06775, -1.86935)  0.168
C (2.77098, 0.35309, 1.51280)  -1.365
H (3.49648, -0.27023, 2.05901)  0.419
H (1.90273, 0.51773, 2.16259)  0.325
H (3.24959, 1.31644, 1.30074)  0.378
C (2.90570, 2.07380, -3.46006)  -0.835
H (2.25067, 1.77501, -4.30554)  0.227
H (3.67143, 1.28785, -3.28649)  0.161
H (3.41719, 3.02331, -3.71631)  0.388
H (0.98233, 3.59113, -2.37575)  -0.184
H (2.98236, 3.03090, -0.95516)  -0.186
C (2.11018, -2.46923, -4.17852)  1.106
O (2.55955, -1.26159, -3.85632)  -0.186
C (0.83338, -3.01305, -3.62841)  -0.966
H (0.76572, -4.08413, -3.73663)  0.484
H (-0.07433, -2.66636, -4.13493)  0.345
H (0.65491, -2.82928, -2.54623)  0.241
C (3.00937, -3.10822, -5.11729)  -1.079
H (3.28861, -4.11610, -4.74173)  0.385
H (3.88452, -2.41698, -5.17410)  0.354
H (2.49910, -3.14564, -6.11547)  0.344
C (-0.58073, 1.03607, 0.90614)  -1.789
C (-1.12834, 0.68543, 1.99970)  1.342
C (-1.83218, 0.70620, 3.15581)  0.671
C (-2.16814, -0.59281, 3.67689)  0.702
C (-3.24939, -0.71835, 4.54822)  -0.467
C (-3.57846, -1.96140, 5.07221)  -0.804
C (-2.86078, -3.10152, 4.64978)  -0.456
C (-1.84332, -3.00233, 3.66332)  -0.494
C (-1.52875, -1.74481, 3.15032)  -0.156
C (-2.11295, 2.02213, 3.66970)  0.754
C (-2.28354, 2.18887, 5.04917)  -0.353
C (-2.56476, 3.44016, 5.58005)  -0.838
C (-2.60002, 4.56120, 4.72331)  -0.343
C (-2.30126, 4.43097, 3.34237)  -0.707
C (-2.02149, 3.16187, 2.83051)  -0.271
H (-3.80979, 0.18137, 4.78436)  0.682
H (-4.37178, -2.02549, 5.82561)  0.394
H (-3.08731, -4.08762, 5.06176)  0.396
H (-1.28892, -3.89855, 3.31046)  0.368
H (-0.78240, -1.63919, 2.34657)  -0.059
H (-2.17769, 1.31158, 5.68127)  0.698
H (-2.78266, 3.53154, 6.65205)  0.387
H (-2.84035, 5.55480, 5.11154)  0.399
H (-2.30760, 5.31387, 2.66593)  0.382
H (-1.73971, 3.03715, 1.77333)  0.198

Atoms 1-2, force components in eV/Å:
W -0.9468 -1.7565 -0.8082
Si 1.8029 1.7042 -1.8166

The value obtained for the relative energy (zero: lowest compared OMol25 entry of this formula, charge and spin) is 27.6 kcal per mole. As for the energy: -2090.3379 Ha. As for the LUMO energy (alpha / beta): -7.70 / -7.70 eV. As for the spin multiplicity: 1. Its total charge is +2. The calculation puts the orbital gap (alpha / beta) at 4.6377 / 4.6293 eV.

---

3.
This record from OMol25 describes a single C6H6 molecule. The level of theory is ωB97M-V/def2-TZVPD.

Last column: Mulliken charge in e.
Atoms and positions in Å:
C (-3.13569, -0.08616, 0.45082)  -1.185
C (-1.89222, 0.13769, -0.27365)  0.305
C (-0.76078, 0.26314, -0.67627)  0.003
C (0.61483, 0.27056, -0.79718)  -0.027
C (1.80264, 0.17187, -0.60254)  0.419
C (3.16600, -0.02923, -0.13123)  -1.196
H (-3.49760, 0.84620, 0.89134)  0.279
H (-2.92434, -0.78817, 1.26465)  0.265
H (-3.92360, -0.51570, -0.17067)  0.294
H (3.38218, -1.09992, -0.07331)  0.278
H (3.25003, 0.38256, 0.87978)  0.271
H (3.91856, 0.44716, -0.76175)  0.293

Atoms 1-2, force components in eV/Å:
C -0.1070 -0.0140 0.0116
C 0.5236 0.0309 -0.1091

The value obtained for the relative energy (zero: lowest compared OMol25 entry of this formula, charge and spin) is 79.3 kcal per mole. As for the energy: -232.1000 Ha. As for the LUMO energy: 0.97 eV. As for the spin multiplicity: 1. Its total charge is 0. The calculation puts the orbital gap at 9.7803 eV. As for the SMILES: CC#CC#CC.